# 1
The following is a quantum chemistry calculation of a structure of composition C22H62MgO10, from the Open Molecules 2025 dataset.

Properties
energy relative to the best compared isomer or geometry (same formula, charge and spin) = 1349.1 kJ/mol
DFT total energy = -1827.45714 Eh
frontier orbital gap = 3.1 eV
molecular weight = 511.03 Da

Atoms and positions in Å:
H (1.526, 0.615, -10.497)
H (-1.809, -2.779, 6.432)
H (0.993, -4.245, 6.318)
H (1.193, 7.371, -4.225)
O (2.447, 0.582, 6.288)
O (0.580, -5.018, -4.053)
H (-1.944, 0.208, 0.721)
C (-1.400, 6.814, 3.199)
H (-0.877, 0.850, -1.517)
H (2.423, -0.368, 6.428)
H (0.376, -5.727, -1.654)
H (-2.410, 7.112, 3.481)
C (-5.617, -6.153, 1.339)
H (1.109, 1.990, 7.099)
H (1.226, 0.182, -7.065)
H (-5.064, 2.674, -1.972)
C (2.487, 1.219, 8.606)
C (-5.758, 2.064, -2.551)
H (-1.520, -4.305, 7.100)
H (1.292, -4.475, -0.877)
C (-4.635, -5.415, 0.417)
C (6.427, -2.843, 1.634)
H (8.014, -4.382, 1.238)
H (-5.976, 0.664, -0.849)
H (-6.056, -5.468, 2.064)
H (-3.940, -4.895, 1.075)
H (0.864, 0.341, 7.580)
H (8.185, -3.581, 2.782)
C (6.108, -2.725, 0.186)
H (-6.471, -6.593, 0.824)
H (5.749, -3.607, 2.013)
C (-0.550, -4.033, 5.130)
O (-4.923, -7.117, 2.013)
H (-4.906, 0.189, -2.147)
C (-1.248, 0.868, 1.238)
H (6.093, -3.679, -0.342)
H (-0.628, 5.772, -6.092)
H (-0.729, -3.479, 4.208)
H (-1.644, 5.847, 1.198)
H (6.790, -2.076, -0.364)
C (0.507, 6.564, -4.483)
H (-4.104, -6.100, -0.245)
H (0.793, 6.974, -7.679)
H (1.127, 5.699, -4.247)
H (0.165, -3.339, -2.864)
H (-0.255, 6.603, -3.705)
C (-0.088, 1.322, -0.932)
H (1.076, 2.360, -9.167)
O (6.309, -1.655, 2.437)
H (-1.151, 0.550, 2.276)
O (1.121, 1.584, 1.154)
C (0.821, 1.127, -7.428)
H (-7.474, 2.330, -3.314)
H (8.580, -2.729, 1.339)
C (0.003, 6.648, -5.942)
O (0.297, 6.191, 1.642)
C (1.498, 1.463, -8.714)
H (-6.590, 0.174, -2.503)
H (-4.647, -7.672, 1.280)
H (5.079, -2.379, 0.087)
H (-0.755, 7.586, 3.617)
C (1.640, 1.077, 7.367)
H (-5.386, 2.056, -3.575)
O (0.687, -3.630, 5.648)
C (-5.836, 0.714, -1.929)
Mg (4.377, 1.396, 3.153)
C (7.858, -3.434, 1.753)
C (-1.668, -3.819, 6.136)
O (-6.999, 2.720, -2.577)
H (-2.603, -4.223, 5.746)
H (-0.539, -5.090, 4.867)
H (-0.595, 7.540, -6.133)
C (0.120, 0.859, 0.508)
H (0.860, 1.924, -6.686)
H (-0.244, 0.948, -7.575)
H (2.577, 1.509, -8.563)
H (-1.643, 1.882, 1.300)
H (0.401, -4.475, -4.824)
H (-1.186, 5.894, 3.743)
H (0.309, 5.235, 1.719)
H (1.815, 1.514, 9.412)
H (1.845, -3.605, -3.254)
H (-1.227, 7.518, 1.099)
H (-0.343, 2.381, -0.974)
O (1.278, 0.410, -9.592)
O (1.065, 6.575, -6.849)
H (-5.224, -4.695, -0.152)
C (1.195, -5.024, -1.813)
H (0.842, 1.188, -1.484)
H (2.110, -5.592, -1.982)
H (2.903, 0.252, 8.886)
H (0.391, -0.193, 0.407)
C (0.913, -4.117, -3.014)
H (3.259, 1.986, 8.538)
C (-1.042, 6.616, 1.682)

# 2
The following is a quantum chemistry calculation of the molecule C6H15BS3, from the Open Molecules 2025 dataset.

Properties
energy relative to the best compared isomer or geometry (same formula, charge and spin) = 80.5 kJ/mol
DFT total energy = -1456.93150 Eh
frontier orbital gap = 8.8 eV
molecular weight = 194.20 Da

Atoms and positions in Å:
H (2.275, 1.190, -0.302)
H (1.426, -0.296, 2.019)
H (-0.296, -2.015, 1.699)
H (-1.596, -0.501, 1.523)
H (0.416, -2.864, 0.274)
C (0.596, -2.187, 1.223)
H (-3.425, 0.772, 0.375)
C (1.141, -0.731, 1.010)
H (1.391, -2.627, 1.794)
C (0.345, 1.470, -0.702)
H (1.650, 2.756, 0.081)
H (-1.113, -2.172, -1.191)
H (-2.146, 1.913, 0.789)
B (0.036, 0.143, 0.197)
S (2.861, -0.911, 0.157)
C (-1.473, -0.092, 0.520)
C (1.740, 2.117, -0.712)
H (-1.004, 0.096, -2.211)
H (1.951, 2.463, -1.697)
H (2.321, -1.690, -0.641)
C (-2.403, 1.047, 0.190)
H (-0.454, 2.198, -0.988)
S (-2.340, -1.738, -0.635)
H (-2.294, 1.493, -0.810)
S (0.392, 0.166, -1.963)